No. 1
64
Properties=species:S:1:pos:R:3 method="wB97M-V/def2-TZVPD" relative_energy_kj_mol=58.4 e_tot_ha=-1287.446020 e_lumo_ev=0.73 molar_mass_g_mol=401.55 orbital_gap_ev=9.041 smiles="CCOc1ccc(CN2CCNC(=O)[C@H]2CC(=O)NCCCC2CCCC2)cc1"
C 8.889 0.967 0.723
C 8.366 0.693 -0.684
O 7.551 -0.459 -0.749
C 6.274 -0.417 -0.276
C 5.609 0.720 0.173
C 4.299 0.626 0.610
C 3.622 -0.585 0.611
C 4.288 -1.715 0.154
C 5.595 -1.636 -0.280
H 6.118 -2.510 -0.635
H 3.778 -2.667 0.139
C 2.198 -0.652 1.094
N 1.401 0.372 0.436
C 1.235 0.149 -0.984
C 0.861 1.488 -1.605
N -0.314 1.992 -0.935
C -0.699 1.678 0.311
O -1.738 2.119 0.777
C 0.177 0.723 1.115
C -0.731 -0.451 1.592
H -1.540 -0.011 2.176
C -1.312 -1.262 0.447
O -0.850 -2.330 0.089
N -2.383 -0.687 -0.135
C -3.094 -1.279 -1.243
C -4.588 -1.417 -0.952
C -5.297 -0.065 -0.885
C -6.807 -0.207 -0.698
C -7.531 1.160 -0.707
C -8.338 1.230 0.595
H -7.758 1.737 1.369
H -9.278 1.765 0.471
C -8.539 -0.230 0.986
H -9.326 -0.677 0.376
H -8.803 -0.353 2.036
C -7.192 -0.855 0.640
H -7.240 -1.941 0.575
H -6.460 -0.587 1.404
H -8.195 1.230 -1.569
H -6.819 1.982 -0.772
H -7.195 -0.824 -1.515
H -4.895 0.529 -0.061
H -5.106 0.480 -1.814
H -5.039 -2.019 -1.744
H -4.716 -1.953 -0.010
H -2.947 -0.670 -2.144
H -2.644 -2.262 -1.407
H -2.709 0.206 0.204
H -0.153 -1.119 2.228
H 0.462 1.271 2.026
H -0.896 2.662 -1.419
H 1.696 2.189 -1.485
H 0.643 1.377 -2.670
H 0.467 -0.604 -1.212
H 2.188 -0.193 -1.392
H 1.794 -1.661 0.923
H 2.177 -0.445 2.169
H 3.787 1.512 0.954
H 6.093 1.684 0.187
H 9.202 0.470 -1.353
H 7.834 1.568 -1.080
H 8.070 1.159 1.411
H 9.549 1.830 0.708
H 9.443 0.104 1.083

No. 2
67
Properties=species:S:1:pos:R:3 method="wB97M-V/def2-TZVPD" e_tot_ha=-1451.414591 e_lumo_ev=-1.89 charge=+1 molar_mass_g_mol=443.57 orbital_gap_ev=8.766 smiles=CC(C)C[C@H](c1nnnn1C[C@H]1CCCO1)N1CC[NH+](Cc2ccc3c(c2)OCO3)CC1
C -4.112 -1.834 -1.641
H -4.256 -2.133 -0.605
H -4.543 -0.846 -1.785
H -4.659 -2.537 -2.264
C -2.635 -1.831 -2.027
C -2.490 -1.497 -3.510
H -2.868 -0.497 -3.709
H -3.053 -2.203 -4.114
H -1.448 -1.539 -3.823
H -2.227 -2.830 -1.844
C -1.852 -0.804 -1.198
H -0.897 -0.576 -1.676
H -2.416 0.130 -1.178
C -1.598 -1.260 0.247
N -0.718 -2.407 0.343
C -0.440 -2.935 1.664
H -0.959 -2.336 2.414
H -0.826 -3.961 1.737
C 1.072 -2.963 1.969
N 1.742 -1.847 1.282
C 1.697 -2.043 -0.182
H 1.823 -1.066 -0.652
H 2.523 -2.686 -0.492
C 0.348 -2.690 -0.577
H 0.080 -2.384 -1.584
H 0.463 -3.779 -0.593
C 3.116 -1.597 1.781
C 3.741 -0.413 1.091
C 3.310 0.869 1.401
C 3.854 1.992 0.780
C 4.845 1.780 -0.148
C 5.286 0.488 -0.461
C 4.747 -0.622 0.140
H 5.107 -1.607 -0.104
O 6.265 0.559 -1.401
C 6.460 1.937 -1.660
O 5.539 2.683 -0.887
H 6.295 2.139 -2.729
H 7.488 2.223 -1.388
H 3.522 2.985 1.026
H 2.541 1.017 2.142
H 3.717 -2.495 1.619
H 3.046 -1.408 2.855
H 1.133 -0.944 1.457
H 1.233 -2.872 3.044
H 1.521 -3.901 1.634
C -1.157 -0.086 1.067
N 0.066 0.125 1.516
N 0.036 1.233 2.252
N -1.129 1.706 2.281
N -1.925 0.915 1.556
C -3.320 1.200 1.386
H -3.744 1.446 2.362
H -3.804 0.310 0.981
C -3.538 2.397 0.433
C -3.116 3.746 1.026
H -3.948 4.255 1.505
C -2.585 4.486 -0.200
H -1.868 5.263 0.049
C -1.954 3.343 -0.987
H -1.919 3.513 -2.063
H -0.937 3.134 -0.625
O -2.783 2.209 -0.755
H -3.406 4.924 -0.768
H -2.317 3.605 1.756
H -4.604 2.401 0.165
H -2.562 -1.586 0.668

No. 3
63
Properties=species:S:1:pos:R:3 method="wB97M-V/def2-TZVPD" e_tot_ha=-2470.675947 e_lumo_ev=-2.95 charge=+1 molar_mass_g_mol=448.44 orbital_gap_ev=6.742
C -1.697 2.957 -3.654
C -1.353 1.791 -2.970
C 0.034 1.485 -2.814
C 1.021 2.355 -3.299
C 0.642 3.519 -3.973
C -0.708 3.815 -4.161
C 2.456 2.012 -3.013
C 2.660 0.520 -3.035
C 1.619 -0.290 -2.549
C 1.768 -1.712 -2.494
C 2.971 -2.259 -2.934
C 4.001 -1.452 -3.436
C 3.843 -0.066 -3.477
H -2.753 3.207 -3.781
H 1.419 4.185 -4.353
H -1.000 4.718 -4.693
H 3.121 2.496 -3.737
H 3.108 -3.342 -2.883
H 4.927 -1.904 -3.790
H 4.641 0.581 -3.859
N 0.437 0.334 -2.148
Sc 0.252 0.275 -0.014
C -2.401 0.869 -2.372
H -2.286 -0.156 -2.759
H -3.410 1.240 -2.593
C 0.633 -2.589 -1.999
H -0.266 -2.457 -2.624
H 0.945 -3.643 -2.005
P -2.283 0.732 -0.531
P 0.077 -2.257 -0.273
C 1.311 -3.196 0.681
H 1.051 -3.171 1.748
H 1.328 -4.235 0.323
H 2.294 -2.726 0.553
C -1.410 -3.269 -0.118
H -1.140 -4.330 -0.210
H -1.858 -3.081 0.867
H -2.136 -2.991 -0.894
C -2.723 2.433 -0.039
H -3.638 2.753 -0.558
H -2.884 2.462 1.049
H -1.906 3.123 -0.293
C -3.758 -0.203 -0.021
H -3.700 -0.341 1.070
H -4.680 0.347 -0.264
H -3.775 -1.192 -0.501
H 2.729 2.397 -2.004
H 1.958 -0.070 0.631
C 1.190 -0.781 3.460
C -0.252 -0.614 3.020
O -0.365 0.405 1.967
C 0.049 1.758 2.351
C -0.732 2.263 3.551
H 1.875 -0.854 2.603
H 1.311 -1.684 4.067
H 1.498 0.080 4.065
H -0.665 -1.532 2.576
H -0.912 -0.285 3.834
H 1.126 1.752 2.559
H -0.132 2.417 1.478
H -0.559 1.647 4.440
H -0.390 3.275 3.773
H -1.804 2.306 3.348

No. 4
69
Properties=species:S:1:pos:R:3 method="wB97M-V/def2-TZVPD" e_tot_ha=-2225.133697 e_lumo_ev=-0.79 molar_mass_g_mol=497.49 orbital_gap_ev=7.559
C 4.701 -4.379 0.174
C 4.576 -3.978 -1.383
C 3.337 -2.924 -1.504
C 3.288 -2.287 -2.972
N 2.105 -1.411 -3.250
C 1.500 -0.852 -2.037
C 2.096 0.198 -1.262
C 3.512 0.751 -1.745
C 3.903 2.202 -1.190
C 4.540 2.029 0.272
C 4.160 3.138 1.317
C 4.688 3.033 2.768
C 5.572 1.831 3.178
C 5.986 0.739 2.172
C 5.441 0.863 0.723
C 1.274 0.680 0.007
O 1.736 0.939 1.141
C -0.328 0.798 -0.179
C -0.915 -0.267 -0.942
B -2.530 -0.250 -1.132
O -3.102 0.893 -1.815
O -3.290 -1.339 -0.578
C -3.140 -1.205 0.883
C 0.056 -1.403 -1.557
O -0.252 -2.612 -1.652
H 4.568 -3.399 0.770
H 3.822 -5.052 0.482
H 5.714 -4.804 0.471
H 5.532 -3.405 -1.656
H 4.430 -4.884 -2.070
H 2.394 -3.542 -1.334
H 3.525 -2.153 -0.672
H 4.248 -1.665 -3.157
H 3.307 -3.096 -3.797
H 1.381 -1.889 -3.802
H 4.293 -0.060 -1.558
H 3.438 0.851 -2.896
H 3.068 2.976 -1.246
H 4.753 2.605 -1.862
H 3.481 3.999 0.970
H 4.385 3.827 3.521
H 5.927 1.755 4.255
H 6.626 -0.168 2.422
H 5.746 0.030 -0.012
H -0.922 1.645 0.292
H -2.817 1.658 -1.253
H -2.432 -2.035 1.221
H -2.672 -0.205 1.194
H -4.147 -1.263 1.427
C -4.410 0.340 6.120
S -4.177 -0.681 4.650
O -3.456 0.149 3.637
C -5.919 -0.726 4.173
H -3.433 0.529 6.567
H -4.873 1.289 5.846
H -5.038 -0.192 6.838
H -6.289 0.290 4.019
H -6.498 -1.223 4.953
H -6.007 -1.288 3.243
C -6.716 1.256 -2.493
S -6.014 2.918 -2.419
O -6.836 3.709 -1.454
C -6.514 3.408 -4.083
H -6.551 0.770 -1.530
H -7.787 1.312 -2.692
H -6.216 0.684 -3.276
H -7.598 3.332 -4.186
H -6.021 2.767 -4.816
H -6.207 4.442 -4.245

No. 5
109
Properties=species:S:1:pos:R:3 method="wB97M-V/def2-TZVPD" e_tot_ha=-21011.856692 e_lumo_ev=-3.85 charge=+1 molar_mass_g_mol=1936.57 orbital_gap_ev=8.045
C -5.484 3.386 -4.158
C -4.615 4.457 -4.743
O -5.003 5.200 -5.585
O -3.330 4.534 -4.311
C -3.195 4.832 -2.906
C -1.895 5.601 -2.709
C -1.056 5.096 -1.500
C -0.604 6.264 -0.625
C 0.284 5.913 0.602
C 0.939 4.545 0.574
N 0.116 3.436 1.125
C -1.028 3.574 1.767
N -2.199 2.944 1.310
N -1.091 4.278 2.934
P 0.843 1.773 0.941
N 0.693 1.308 -0.679
O -0.317 0.937 1.721
H -4.976 2.842 -3.365
H -5.758 2.683 -4.943
H -6.399 3.824 -3.763
H -4.047 5.448 -2.611
H -3.214 3.912 -2.315
H -1.292 5.525 -3.611
H -2.095 6.661 -2.555
H -0.215 4.538 -1.914
H -1.679 4.417 -0.915
H -1.502 6.761 -0.252
H -0.097 6.995 -1.254
H 1.112 6.619 0.620
H -0.245 6.099 1.535
H 1.259 4.268 -0.423
H 1.859 4.609 1.166
H -2.296 2.054 1.802
H -3.006 3.502 1.585
H -0.169 4.488 3.307
H -1.693 5.097 2.951
H 0.753 2.109 -1.302
H -0.175 0.809 -0.868
H -0.814 0.374 1.108
C 1.763 7.409 4.016
Cl 2.045 5.668 4.195
Cl 2.213 7.937 2.398
Cl 0.077 7.798 4.355
H 2.385 7.926 4.734
C -5.625 5.892 -9.258
Cl -5.566 7.650 -9.349
Cl -7.205 5.283 -9.748
Cl -4.347 5.170 -10.239
H -5.457 5.610 -8.225
C 2.348 -2.356 1.494
Cl 3.945 -2.724 2.125
Cl 1.104 -3.281 2.330
Cl 1.989 -0.620 1.624
H 2.321 -2.616 0.442
C 0.714 -6.961 2.612
Cl 1.802 -8.341 2.488
Cl -0.483 -6.991 1.320
Cl -0.082 -6.925 4.185
H 1.304 -6.059 2.513
C 1.770 -6.951 -2.082
Cl 0.509 -6.172 -3.051
Cl 3.233 -7.157 -3.032
Cl 2.091 -6.028 -0.614
H 1.413 -7.930 -1.790
C -1.787 -3.580 -1.718
Cl -0.793 -3.118 -0.331
Cl -3.498 -3.458 -1.320
Cl -1.398 -2.593 -3.127
H -1.563 -4.613 -1.953
C 6.039 -5.255 -0.038
Cl 5.320 -4.355 -1.382
Cl 5.127 -6.728 0.291
Cl 7.728 -5.608 -0.363
H 5.991 -4.627 0.842
C 9.770 -1.751 -0.167
Cl 9.822 0.002 0.040
Cl 8.113 -2.308 -0.405
Cl 10.794 -2.258 -1.507
H 10.150 -2.205 0.738
C -2.776 -8.109 7.059
Cl -1.695 -9.497 6.948
Cl -3.970 -8.138 5.760
Cl -3.569 -8.065 8.635
H -2.183 -7.211 6.955
C -3.853 -9.202 0.151
Cl -3.570 -9.113 1.888
Cl -2.492 -8.508 -0.742
Cl -4.145 -10.861 -0.356
H -4.734 -8.618 -0.078
C -8.371 6.061 -5.994
Cl -9.740 5.697 -7.040
Cl -7.378 7.353 -6.656
Cl -8.931 6.465 -4.363
H -7.751 5.177 -5.922
C 3.791 2.968 -2.704
Cl 2.286 2.727 -3.601
Cl 4.780 4.204 -3.454
Cl 3.427 3.392 -1.019
H 4.341 2.036 -2.703
C 9.098 -3.952 3.467
Cl 9.309 -2.212 3.668
Cl 7.395 -4.348 3.210
Cl 10.087 -4.538 2.134
H 9.419 -4.443 4.375
C -0.312 -6.817 9.899
Cl 1.214 -7.183 10.694
Cl -1.283 -5.719 10.876
Cl -0.025 -6.129 8.292
H -0.863 -7.740 9.775

No. 6
80
Properties=species:S:1:pos:R:3 method="wB97M-V/def2-TZVPD" relative_energy_kj_mol=33.9 e_tot_ha=-2703.852111 e_lumo_ev=2.02 charge=-1 molar_mass_g_mol=676.52 orbital_gap_ev=6.868
C 1.677 1.650 1.245
C 2.138 1.142 -0.125
C 3.653 1.369 -0.271
C 1.801 -0.318 -0.515
C 1.283 -1.257 0.562
C 2.173 -1.334 1.817
C -0.216 -1.063 0.879
O -0.728 0.098 0.267
C -1.792 0.728 0.945
C -1.515 2.271 1.050
O -1.768 2.794 2.171
O -1.098 2.803 -0.003
N -3.014 0.511 0.200
O -3.404 -0.849 0.433
C -4.088 1.400 0.646
C -4.266 2.478 -0.397
F -5.459 3.157 -0.186
H 0.949 1.036 1.750
H 2.543 1.714 1.908
H 1.301 2.657 1.156
H 1.696 1.787 -0.875
H 3.932 1.070 -1.274
H 4.178 0.758 0.457
H 3.885 2.420 -0.145
H 1.080 -0.313 -1.325
H 2.697 -0.768 -0.941
H 1.324 -2.260 0.139
H 3.123 -0.836 1.673
H 1.666 -0.786 2.607
H 2.279 -2.341 2.182
H -0.773 -1.916 0.488
H -0.347 -1.087 1.962
H -1.930 0.328 1.955
H -3.905 -1.107 -0.344
H -5.011 0.828 0.674
H -3.936 1.811 1.643
H -3.438 3.174 -0.393
H -4.295 1.991 -1.365
C -9.038 2.945 0.309
C -8.394 1.657 0.767
O -9.322 0.551 0.672
C -9.456 -0.004 -0.519
O -8.898 0.309 -1.528
C -10.439 -1.182 -0.426
F -11.525 -0.863 0.290
F -9.852 -2.231 0.165
F -10.843 -1.562 -1.635
H -9.958 3.132 0.866
H -8.354 3.778 0.461
H -9.297 2.900 -0.749
H -8.120 1.723 1.817
H -7.488 1.443 0.204
C 4.081 4.226 -5.782
C 4.265 4.781 -4.387
O 4.949 3.840 -3.541
C 6.267 3.807 -3.637
O 6.952 4.477 -4.353
C 6.820 2.786 -2.632
F 6.113 1.656 -2.659
F 6.765 3.285 -1.392
F 8.091 2.490 -2.897
H 3.570 3.264 -5.744
H 3.492 4.914 -6.387
H 5.042 4.069 -6.273
H 3.300 4.949 -3.915
H 4.799 5.730 -4.397
C 4.880 -7.608 4.336
C 4.925 -7.823 2.839
O 4.156 -6.824 2.148
C 4.763 -5.661 1.945
O 5.874 -5.374 2.279
C 3.832 -4.721 1.165
F 2.589 -4.763 1.653
F 3.775 -5.095 -0.122
F 4.275 -3.473 1.216
H 3.848 -7.574 4.685
H 5.399 -8.417 4.850
H 5.352 -6.665 4.611
H 4.468 -8.775 2.578
H 5.948 -7.833 2.464